[1]
{"formula": "C46H47BrGeIrN5O2", "method": "ωB97M-V/def2-TZVPD", "energy_ha": -6959.23983, "s2": 6.0454, "charge": 4, "gap_ha": [0.2396, 0.2033], "multiplicity": 5, "symbols": ["Ir", "C", "C", "C", "C", "C", "N", "C", "C", "C", "N", "C", "C", "C", "C", "C", "C", "C", "C", "N", "C", "C", "C", "N", "C", "C", "C", "C", "O", "C", "O", "H", "H", "H", "H", "H", "H", "H", "H", "H", "H", "H", "H", "H", "H", "H", "H", "H", "H", "H", "H", "H", "H", "H", "H", "H", "H", "H", "H", "C", "Ge", "C", "C", "C", "C", "C", "C", "C", "C", "C", "C", "C", "C", "C", "C", "C", "C", "H", "H", "H", "H", "H", "H", "H", "H", "H", "H", "H", "H", "H", "H", "H", "Br", "C", "C", "C", "N", "C", "C", "H", "H", "H", "H"], "xyz": [[-1.24, 0.47, 1.45], [1.70, -6.03, 1.66], [0.96, -4.76, 1.34], [0.05, -4.68, 0.30], [-0.66, -3.53, -0.08], [-1.55, -3.82, -1.17], [-2.43, -3.20, -1.90], [-2.90, -1.82, -1.95], [-2.57, -1.19, -3.31], [-3.40, 0.07, -3.55], [-3.06, 1.05, -2.52], [-2.86, 2.31, -2.66], [-2.50, 3.18, -1.58], [-2.42, 4.55, -1.84], [-2.14, 5.50, -0.87], [-2.03, 6.96, -1.18], [-1.97, 5.01, 0.42], [-1.99, 3.64, 0.73], [-1.83, 3.27, 2.11], [-1.57, 2.09, 2.57], [-1.57, 1.87, 4.03], [-0.19, 1.48, 4.57], [0.80, 0.87, 3.57], [0.22, -0.14, 2.66], [0.81, -1.29, 2.57], [0.47, -2.40, 1.75], [1.14, -3.60, 2.05], [-0.43, -2.31, 0.65], [-0.96, -1.18, 0.29], [-2.23, 2.69, -0.27], [-2.26, 1.38, -0.04], [1.76, -6.68, 0.79], [1.18, -6.58, 2.45], [2.71, -5.82, 2.01], [-0.14, -5.60, -0.26], [-1.49, -4.87, -1.46], [-2.87, -3.80, -2.59], [-2.44, -1.29, -1.13], [-3.98, -1.85, -1.81], [-2.78, -1.90, -4.12], [-1.51, -0.95, -3.35], [-4.47, -0.15, -3.49], [-3.21, 0.49, -4.54], [-2.93, 0.71, -1.57], [-2.99, 2.74, -3.65], [-2.61, 4.89, -2.86], [-2.29, 7.17, -2.22], [-1.01, 7.31, -1.01], [-2.69, 7.55, -0.54], [-1.81, 5.72, 1.23], [-1.98, 4.07, 2.84], [-2.28, 1.07, 4.21], [-1.94, 2.76, 4.54], [-0.34, 0.80, 5.41], [0.31, 2.36, 4.97], [1.62, 0.43, 4.13], [1.22, 1.66, 2.94], [1.67, -1.44, 3.23], [1.82, -3.60, 2.90], [1.09, 1.47, -3.28], [1.32, 0.53, -1.57], [1.86, -1.32, -1.82], [1.35, -2.06, -2.90], [1.73, -3.38, -3.09], [2.63, -3.97, -2.22], [3.13, -3.26, -1.13], [2.73, -1.94, -0.93], [2.88, 1.49, -0.74], [2.60, 2.34, 0.36], [3.56, 3.16, 0.92], [4.87, 3.15, 0.43], [5.19, 2.33, -0.66], [6.50, 2.35, -1.19], [6.86, 1.53, -2.27], [5.90, 0.71, -2.84], [4.60, 0.68, -2.33], [4.20, 1.49, -1.24], [2.08, 1.55, -3.73], [0.71, 2.48, -3.11], [0.43, 0.94, -3.96], [0.69, -1.59, -3.63], [1.36, -3.93, -3.94], [2.96, -4.99, -2.39], [3.84, -3.72, -0.46], [3.13, -1.39, -0.08], [1.59, 2.37, 0.74], [3.31, 3.82, 1.74], [5.63, 3.76, 0.88], [7.23, 3.04, -0.78], [7.86, 1.56, -2.66], [6.16, 0.09, -3.69], [3.88, 0.00, -2.77], [-5.73, -3.80, 4.62], [-4.52, -2.62, 3.86], [-3.19, -2.60, 4.27], [-2.32, -1.71, 3.67], [-2.70, -0.86, 2.71], [-3.99, -0.87, 2.33], [-4.93, -1.72, 2.88], [-2.84, -3.27, 5.05], [-1.30, -1.67, 4.00], [-4.28, -0.15, 1.57], [-5.96, -1.68, 2.55]], "lowdin_charge": [1.4956, -0.0064, -0.2305, 0.0594, -0.0706, 0.0522, 0.1129, -0.1288, -0.1279, -0.1092, 0.0989, 0.0562, -0.1026, 0.0700, -0.2202, -0.0098, 0.0687, -0.1127, -0.0245, -0.1380, -0.1611, -0.1252, -0.1746, -0.1463, -0.0679, -0.1261, 0.0601, -0.2628, -0.2522, -0.2506, -0.2534, 0.0935, 0.1043, 0.0952, 0.1395, 0.1532, 0.1795, 0.0875, 0.1497, 0.1379, 0.1000, 0.1466, 0.1439, 0.1126, 0.1683, 0.1432, 0.0922, 0.1000, 0.1025, 0.1474, 0.1579, 0.1025, 0.1333, 0.1275, 0.1305, 0.1323, 0.1013, 0.1514, 0.1463, -0.2200, 1.0493, -0.3752, -0.1191, -0.0628, -0.0533, -0.0621, -0.1267, -0.2008, -0.0927, -0.0075, 0.0635, -0.1495, 0.0960, 0.0208, 0.0208, 0.0564, -0.1685, 0.0322, 0.0179, 0.0128, 0.0872, 0.1181, 0.1222, 0.1193, 0.1045, 0.0711, 0.1258, 0.1435, 0.1460, 0.1390, 0.1357, 0.1059, 0.9215, -0.6788, -0.0622, -0.1178, -0.0509, -0.1137, -0.0684, 0.1241, 0.1071, 0.1141, 0.1232]}

---

[2]
{"formula": "C46H47BrI2N6O2W", "method": "ωB97M-V/def2-TZVPD", "energy_ha": -5496.18601, "s2": 2.0187, "charge": 2, "gap_ha": [0.2104, 0.2134], "relative_energy_kcal_mol": 43.4, "multiplicity": 3, "symbols": ["W", "C", "C", "N", "C", "C", "C", "C", "C", "C", "C", "N", "C", "C", "C", "C", "C", "C", "C", "C", "N", "C", "H", "H", "H", "H", "H", "H", "H", "H", "H", "H", "H", "H", "C", "C", "C", "C", "C", "C", "C", "Br", "C", "O", "C", "C", "C", "C", "C", "C", "H", "H", "H", "H", "H", "H", "H", "H", "H", "H", "H", "H", "H", "H", "H", "H", "H", "H", "H", "H", "I", "C", "I", "H", "H", "C", "C", "C", "C", "C", "N", "C", "O", "N", "C", "C", "C", "C", "N", "C", "C", "C", "H", "H", "H", "H", "H", "H", "H", "H", "H", "H", "H", "H", "H"], "xyz": [[-1.02, 0.38, -1.41], [-1.99, 4.23, 0.73], [-1.92, 2.87, 0.38], [-1.19, 2.43, -0.62], [-0.43, 3.34, -1.30], [-0.49, 4.72, -1.07], [-1.31, 5.15, -0.01], [0.24, 5.59, -1.91], [0.99, 5.07, -2.93], [1.09, 3.68, -3.13], [0.41, 2.82, -2.31], [0.38, 1.41, -2.36], [0.89, 0.73, -3.50], [2.15, 0.79, -4.01], [2.44, 0.13, -5.22], [1.47, -0.52, -5.92], [0.14, -0.58, -5.41], [-0.96, -1.11, -6.11], [-2.21, -0.99, -5.57], [-2.36, -0.43, -4.29], [-1.35, 0.01, -3.58], [-0.11, 0.00, -4.17], [-2.61, 4.51, 1.57], [-2.50, 2.14, 0.93], [-1.39, 6.21, 0.22], [0.17, 6.66, -1.76], [1.53, 5.74, -3.59], [1.70, 3.30, -3.94], [2.92, 1.34, -3.48], [3.45, 0.18, -5.62], [1.68, -0.98, -6.88], [-0.82, -1.59, -7.07], [-3.09, -1.34, -6.09], [-3.34, -0.38, -3.84], [-0.73, -7.20, 0.57], [0.58, -6.71, -0.06], [0.86, -7.51, -1.35], [1.71, -6.94, 0.93], [0.45, -5.24, -0.45], [-0.68, -4.79, -1.14], [-0.80, -3.46, -1.45], [-2.31, -2.94, -2.47], [0.18, -2.51, -1.10], [-0.12, -1.18, -1.34], [1.38, -2.95, -0.52], [1.44, -4.31, -0.19], [2.62, -2.10, -0.16], [2.51, -1.68, 1.31], [3.91, -2.93, -0.33], [2.78, -0.87, -1.07], [-0.59, -8.21, 0.96], [-1.55, -7.25, -0.16], [-1.04, -6.56, 1.39], [0.92, -8.57, -1.12], [1.81, -7.20, -1.80], [0.07, -7.37, -2.09], [1.73, -8.00, 1.22], [1.57, -6.35, 1.84], [2.69, -6.71, 0.51], [-1.46, -5.47, -1.44], [2.34, -4.65, 0.30], [2.35, -2.55, 1.95], [1.68, -0.99, 1.47], [3.44, -1.19, 1.63], [4.11, -3.57, 0.54], [4.76, -2.25, -0.42], [3.88, -3.56, -1.22], [3.55, -0.22, -0.65], [1.87, -0.30, -1.17], [3.10, -1.18, -2.07], [-3.18, -0.42, 0.04], [-5.18, 1.98, -1.62], [-3.53, 2.39, -2.77], [-5.55, 2.79, -1.01], [-5.82, 1.18, -1.96], [-2.85, 6.42, 4.30], [-2.09, 5.17, 4.68], [-2.63, 3.90, 4.51], [-1.95, 2.76, 4.89], [-0.69, 2.86, 5.46], [0.04, 1.74, 5.95], [-0.05, 0.42, 5.59], [0.24, -0.50, 6.31], [-0.49, 0.18, 4.26], [0.09, 0.68, 3.11], [1.15, 1.58, 3.09], [1.69, 1.94, 1.86], [1.16, 1.43, 0.70], [0.10, 0.61, 0.70], [-0.40, 0.24, 1.88], [-0.13, 4.12, 5.64], [-0.82, 5.26, 5.25], [-3.75, 6.19, 3.73], [-2.23, 7.11, 3.73], [-3.17, 6.95, 5.20], [-3.64, 3.81, 4.10], [-2.43, 1.79, 4.79], [0.51, 1.87, 6.83], [-0.95, -0.72, 4.19], [1.57, 1.97, 4.01], [2.55, 2.60, 1.81], [1.59, 1.69, -0.26], [-1.21, -0.47, 1.87], [0.85, 4.21, 6.10], [-0.37, 6.23, 5.40]], "lowdin_charge": [1.4108, 0.0040, -0.1672, -0.1441, -0.2224, -0.1364, 0.0516, 0.0002, -0.0289, 0.0303, -0.2185, -0.1060, -0.2320, -0.0023, -0.0233, 0.0115, -0.1236, 0.0555, -0.0175, -0.2487, -0.0967, -0.1614, 0.1087, 0.0432, 0.1395, 0.1302, 0.1238, 0.1148, 0.1343, 0.1242, 0.1313, 0.1409, 0.1288, 0.0711, -0.0404, -0.5529, -0.0299, -0.0532, -0.1364, -0.0639, -0.5407, 0.8331, -0.2493, -0.3454, -0.0627, 0.0352, -0.4995, -0.0152, -0.0446, -0.0482, 0.0929, 0.0802, 0.0957, 0.0958, 0.0924, 0.0853, 0.0939, 0.0968, 0.0859, 0.1117, 0.1000, 0.0988, 0.0486, 0.1022, 0.0882, 0.0932, 0.0999, 0.1006, 0.0192, 0.0966, 0.4806, -0.5318, 1.0350, -0.0202, -0.0216, -0.0466, -0.2842, -0.0539, -0.0209, -0.2490, 0.1373, -0.5139, 0.1225, 0.1389, -0.2012, 0.0424, -0.0051, -0.1596, -0.0610, -0.1400, -0.0170, -0.0316, 0.0739, 0.0797, 0.0909, 0.1149, 0.1133, 0.1627, 0.1570, 0.1250, 0.1265, 0.1009, 0.0230, 0.1210, 0.1224]}

---

[3]
{"formula": "C46H48AsCdGeN4O2", "method": "ωB97M-V/def2-TZVPD", "energy_ha": -6631.53580, "s2": 0.7539, "gap_ha": [0.2228, 0.2132], "relative_energy_kcal_mol": 0.8, "multiplicity": 2, "symbols": ["Cd", "C", "C", "C", "C", "C", "C", "N", "C", "C", "C", "C", "C", "C", "N", "N", "C", "C", "C", "C", "C", "N", "H", "H", "H", "H", "H", "H", "H", "H", "H", "H", "H", "H", "H", "C", "C", "O", "H", "H", "H", "H", "H", "H", "C", "As", "C", "C", "O", "H", "H", "H", "H", "H", "H", "H", "H", "H", "C", "C", "C", "C", "C", "C", "Ge", "C", "C", "C", "C", "C", "C", "C", "C", "C", "C", "C", "C", "H", "H", "H", "H", "H", "H", "H", "H", "H", "H", "H", "H", "H", "H", "H", "C", "C", "C", "C", "C", "C", "H", "H", "H", "H", "H"], "xyz": [[0.55, 0.30, 1.67], [5.69, 2.41, 2.66], [4.78, 2.41, 1.62], [3.76, 1.47, 1.56], [3.63, 0.49, 2.56], [4.55, 0.52, 3.62], [5.56, 1.45, 3.66], [2.54, -0.37, 2.52], [2.63, -1.65, 2.89], [3.85, -2.39, 2.98], [3.87, -3.71, 3.33], [2.68, -4.42, 3.62], [1.49, -3.76, 3.54], [1.45, -2.40, 3.18], [0.27, -1.69, 3.09], [-0.79, -2.19, 3.50], [-1.91, -1.32, 3.34], [-3.09, -1.69, 3.98], [-4.18, -0.86, 3.88], [-4.07, 0.31, 3.13], [-2.86, 0.58, 2.51], [-1.80, -0.21, 2.62], [6.48, 3.15, 2.70], [4.85, 3.16, 0.84], [3.04, 1.47, 0.76], [4.44, -0.20, 4.43], [6.26, 1.45, 4.49], [4.78, -1.89, 2.74], [4.81, -4.24, 3.36], [2.72, -5.47, 3.88], [0.55, -4.25, 3.75], [-3.11, -2.62, 4.54], [-5.11, -1.11, 4.37], [-4.91, 0.99, 3.01], [-2.73, 1.48, 1.91], [2.07, -3.38, -0.36], [0.68, -2.90, -0.03], [0.63, -1.48, 0.11], [2.09, -4.46, -0.47], [2.78, -3.09, 0.42], [2.41, -2.94, -1.31], [0.35, -3.31, 0.92], [-0.03, -3.21, -0.80], [1.07, -1.03, -0.64], [1.12, 2.54, -3.49], [2.35, 1.36, -2.58], [3.69, 2.49, -1.80], [3.19, 0.29, -3.93], [1.60, 0.41, -1.46], [1.49, 2.76, -4.49], [1.01, 3.46, -2.92], [0.14, 2.05, -3.55], [4.16, 3.10, -2.57], [4.43, 1.87, -1.30], [3.20, 3.12, -1.07], [3.72, 0.91, -4.65], [2.42, -0.29, -4.44], [3.89, -0.39, -3.45], [-2.62, 3.54, -4.22], [-2.61, 3.71, -2.84], [-2.44, 2.61, -2.01], [-2.27, 1.33, -2.54], [-2.28, 1.17, -3.93], [-2.46, 2.27, -4.76], [-1.97, -0.20, -1.35], [-1.47, -1.72, -2.48], [-2.28, -2.85, -2.61], [-1.89, -3.93, -3.39], [-0.67, -3.91, -4.05], [0.15, -2.79, -3.94], [-0.25, -1.71, -3.16], [-3.65, -0.67, -0.47], [-4.80, 0.10, -0.60], [-5.99, -0.29, 0.00], [-6.05, -1.46, 0.74], [-4.90, -2.23, 0.89], [-3.71, -1.83, 0.30], [-2.75, 4.39, -4.88], [-2.73, 4.70, -2.42], [-2.41, 2.76, -0.94], [-2.16, 0.19, -4.36], [-2.47, 2.13, -5.84], [-3.24, -2.89, -2.10], [-2.53, -4.80, -3.47], [-0.36, -4.76, -4.64], [1.11, -2.77, -4.45], [0.41, -0.86, -3.05], [-4.78, 1.01, -1.19], [-6.88, 0.32, -0.12], [-6.98, -1.77, 1.19], [-4.94, -3.15, 1.47], [-2.82, -2.44, 0.44], [-0.54, 5.13, 1.01], [-0.07, 4.39, -0.07], [0.21, 3.03, 0.09], [0.03, 2.36, 1.30], [-0.46, 3.14, 2.36], [-0.74, 4.49, 2.23], [-0.75, 6.18, 0.90], [0.08, 4.86, -1.03], [0.54, 2.46, -0.77], [-0.63, 2.68, 3.33], [-1.11, 5.06, 3.07]], "lowdin_charge": [1.3778, -0.1125, -0.1049, -0.0562, -0.3069, -0.0490, -0.0962, -0.0308, -0.2711, -0.0440, -0.0865, -0.1028, -0.0463, -0.2493, -0.0197, 0.0805, -0.3301, -0.0182, -0.0678, -0.0607, -0.1502, 0.0639, 0.0933, 0.0877, 0.0593, 0.1109, 0.0991, 0.1063, 0.1027, 0.0931, 0.1019, 0.1096, 0.1108, 0.1084, 0.0998, -0.0524, -0.2862, -0.2469, 0.0821, 0.0665, 0.0716, 0.0969, 0.0944, 0.0017, -0.1773, 0.9854, -0.2066, -0.1982, -0.5404, 0.0452, 0.0318, 0.0166, 0.0452, 0.0391, 0.0354, 0.0395, 0.0264, 0.0433, -0.0927, -0.0858, -0.1329, -0.3345, -0.1245, -0.0957, 1.1245, -0.3269, -0.1047, -0.0838, -0.0901, -0.0873, -0.1392, -0.3342, -0.1039, -0.0892, -0.0952, -0.0955, -0.1448, 0.0998, 0.1038, 0.0934, 0.0963, 0.1012, 0.0915, 0.1020, 0.1003, 0.0976, 0.0598, 0.0939, 0.1013, 0.1013, 0.1065, 0.1037, -0.1106, -0.1243, -0.2042, -0.2736, -0.1892, -0.1103, 0.0944, 0.0890, 0.0263, 0.0764, 0.0949]}